Computed, not measured: a structure of composition C12H10BaCl5F6NO5S2Se2 at a distorted geometry, with ωB97M-V with the def2-TZVPD basis set.

```
44
C12H10BaCl5F6NO5S2Se2, DFT ωB97M-V with the def2-TZVPD basis set
Ba -0.521 -0.312 -0.296
Cl 5.807 0.136 4.939
C 4.444 0.276 3.890
C 3.215 0.714 4.382
Cl 3.057 1.118 6.050
C 2.121 0.830 3.538
Cl 0.589 1.371 4.129
C 2.202 0.512 2.166
O 1.198 0.636 1.368
C 3.460 0.070 1.702
Cl 3.564 -0.330 0.019
C 4.559 -0.047 2.539
Cl 6.066 -0.591 1.907
C 1.607 3.398 -0.096
Se 1.248 2.489 -1.776
C -0.177 3.631 -2.460
C -1.288 4.024 -1.503
Se -2.308 2.620 -0.615
C -3.033 1.708 -2.174
H 1.786 4.453 -0.291
H 2.506 2.934 0.300
H 0.795 3.240 0.608
H -0.566 3.107 -3.333
H 0.295 4.545 -2.823
H -2.021 4.634 -2.032
H -0.904 4.626 -0.680
H -3.720 2.356 -2.713
H -3.577 0.835 -1.816
H -2.238 1.383 -2.845
F -4.541 -3.657 1.368
C -3.251 -3.865 1.133
F -2.558 -3.642 2.243
F -3.071 -5.115 0.742
S -2.716 -2.689 -0.185
O -3.433 -2.982 -1.385
O -2.954 -1.395 0.432
N -1.181 -3.065 -0.263
S -0.427 -3.069 -1.651
O 0.971 -3.143 -1.367
O -0.838 -1.985 -2.523
C -0.958 -4.659 -2.504
F -1.673 -4.367 -3.577
F 0.134 -5.321 -2.866
F -1.670 -5.412 -1.681
```

Summary:
HOMO-LUMO gap: 7.636 eV
Energy relative to the best compared isomer or geometry (same formula, charge and spin): 0.000 eV
Maximum force: 2.41 eV Å⁻¹
Net charge: 0
HOMO level: -7.84 eV

=====

Computed, not measured: a structure of composition C5H10O2 at a distorted geometry, with ωB97M-V with the def2-TZVPD basis set.

```
17
C5H10O2, DFT ωB97M-V with the def2-TZVPD basis set
C -1.350 -1.834 1.175
O -0.326 -0.968 0.832
C -0.675 -0.096 -0.180
C 0.491 0.665 -0.626
C 0.382 2.056 -0.784
C 1.776 0.459 -0.402
O 2.259 -0.624 0.220
H -2.260 -1.353 1.543
H -0.987 -2.471 1.971
H -1.633 -2.473 0.337
H -1.049 -0.665 -1.031
H -1.527 0.485 0.182
H -0.253 1.681 -1.990
H 1.141 2.740 -1.096
H -0.061 2.458 0.129
H 2.585 1.000 -0.903
H 1.485 -1.059 0.622
```

Summary:
HOMO-LUMO gap: 8.441 eV
Energy relative to the best compared isomer or geometry (same formula, charge and spin): 5.238 eV
Maximum force: 6.98 eV Å⁻¹
Net charge: 0
HOMO level: -7.59 eV

=====

Computed, not measured: a structure of composition C31H48GeNORuSi4Te, with ωB97M-V with the def2-TZVPD basis set.

```
88
C31H48GeNORuSi4Te, DFT ωB97M-V with the def2-TZVPD basis set
Ru 1.438 1.455 -0.671
N 4.670 4.293 -1.246
C 3.546 3.578 -1.004
O 3.622 2.403 -0.649
C 2.220 4.269 -1.165
C 1.153 3.279 -1.633
H 5.563 3.848 -1.122
H 4.621 5.251 -1.537
H 2.330 5.157 -1.801
H 1.958 4.638 -0.164
H 1.324 3.019 -2.688
H 0.169 3.731 -1.562
C -0.349 1.205 -0.365
Ge -1.375 2.332 0.804
C -1.713 4.146 0.086
C -2.442 4.311 -1.094
C -2.612 5.561 -1.670
C -2.044 6.683 -1.076
C -1.320 6.540 0.098
C -1.164 5.284 0.673
C -3.122 1.702 1.457
C -4.282 2.467 1.370
C -5.489 2.008 1.885
C -5.555 0.766 2.499
C -4.407 -0.010 2.599
C -3.209 0.459 2.082
C -0.360 2.607 2.492
C -0.985 2.784 3.726
C -0.243 2.903 4.896
C 1.143 2.841 4.852
C 1.786 2.669 3.633
C 1.033 2.556 2.476
H -2.864 3.442 -1.588
H -3.177 5.660 -2.589
H -2.167 7.659 -1.529
H -0.874 7.409 0.569
H -0.596 5.192 1.593
H -4.251 3.443 0.896
H -6.378 2.622 1.805
H -6.494 0.403 2.899
H -4.446 -0.982 3.077
H -2.317 -0.150 2.169
H -2.068 2.816 3.784
H -0.749 3.033 5.845
H 1.718 2.921 5.767
H 2.867 2.611 3.585
H 1.527 2.434 1.505
C 2.086 -3.396 -4.370
Si 0.551 -3.397 -3.276
C -0.595 -2.034 -3.886
C -0.324 -5.059 -3.500
Si 1.188 -2.982 -1.061
Te 2.595 -0.933 -1.103
Si 2.682 -4.625 -0.316
C 4.217 -4.645 -1.413
C 1.971 -6.378 -0.318
C 3.215 -4.233 1.449
Si -0.646 -2.866 0.391
C -1.293 -4.603 0.783
C -0.112 -2.073 2.010
C -2.056 -1.923 -0.402
H 1.796 -3.419 -5.425
H 2.720 -4.263 -4.174
H 2.681 -2.499 -4.191
H -0.732 -2.117 -4.969
H -0.181 -1.048 -3.663
H -1.577 -2.092 -3.416
H -0.584 -5.202 -4.553
H -1.245 -5.111 -2.917
H 0.311 -5.893 -3.195
H 3.992 -5.043 -2.404
H 4.990 -5.276 -0.963
H 4.619 -3.638 -1.536
H 1.672 -6.700 -1.317
H 1.100 -6.468 0.332
H 2.734 -7.075 0.043
H 3.537 -3.194 1.534
H 4.045 -4.882 1.743
H 2.396 -4.391 2.153
H -0.541 -5.223 1.275
H -1.618 -5.125 -0.120
H -2.154 -4.527 1.454
H 0.650 -2.664 2.521
H -0.969 -1.980 2.682
H 0.295 -1.076 1.824
H -2.464 -2.467 -1.257
H -1.719 -0.937 -0.732
H -2.869 -1.790 0.319
```

Summary:
HOMO-LUMO gap (spin up / spin down): 4.987 / 6.630 eV
Maximum force: 0.68 eV Å⁻¹
Spin multiplicity: 5
Net charge: -1
HOMO level (spin up / spin down): -2.57 / -4.24 eV
<S²>: 6.03

=====

Computed, not measured: a structure of composition C4H2LiO2Sn at a distorted geometry, with ωB97M-V with the def2-TZVPD basis set.

```
10
C4H2LiO2Sn, DFT ωB97M-V with the def2-TZVPD basis set
C 1.515 -0.523 0.025
C 0.723 0.048 -0.840
O 1.634 -1.163 1.036
Li 0.492 -1.967 2.307
H 1.044 0.471 -1.794
C -1.055 -0.460 -0.194
C -1.643 0.537 0.473
O -1.307 1.796 0.362
Sn 0.065 2.587 -0.671
H -1.468 -1.326 -0.704
```

Summary:
HOMO-LUMO gap (spin up / spin down): 3.948 / 5.171 eV
Maximum force: 4.05 eV Å⁻¹
Spin multiplicity: 2
Net charge: 0
HOMO level (spin up / spin down): -5.31 / -6.55 eV
<S²>: 0.76